1.
Here is a 2-piece molecular cluster, C4H6BrF overall at a distorted geometry from OMol25. Energies are from the ωB97M-V functional and the def2-TZVPD basis.

Structure (XYZ):
```
12
C4H6BrF the ωB97M-V functional and the def2-TZVPD basis
C -0.787 -0.239 1.088
C -0.684 -1.551 0.960
C 0.218 0.926 -1.215
C 0.898 0.804 0.081
F -1.722 -2.449 1.042
Br 2.383 -0.416 0.034
H -1.646 0.267 1.217
H 0.281 -1.894 0.766
H -0.782 1.378 -1.017
H -0.115 -0.098 -1.529
H 0.712 1.486 -2.000
H 1.243 1.786 0.573
```

Values from the calculation:
* highest occupied orbital energy: -0.3598 Eh
* 2S+1: 1
* energy relative to the best compared isomer or geometry (same formula, charge and spin): 266.4 kJ/mol
* HOMO-LUMO gap: 10.00 eV

=====

2.
Here is a 2-piece molecular cluster, C4H6BrI overall at a distorted geometry from OMol25. Energies are from the ωB97M-V functional and the def2-TZVPD basis.

Structure (XYZ):
```
12
C4H6BrI the ωB97M-V functional and the def2-TZVPD basis
C -0.613 1.839 0.119
C 0.524 -1.717 0.183
C 0.722 1.899 0.268
C -0.520 -2.100 -0.535
Br 1.851 2.888 -0.888
I -2.500 -1.739 -0.056
H -1.118 2.242 -0.674
H -1.206 1.500 0.934
H 0.460 -1.489 1.244
H 1.444 -2.033 -0.174
H 1.286 1.421 1.000
H -0.330 -2.712 -1.421
```

Values from the calculation:
* expectation value of S²: 2.01
* highest occupied orbital energy (alpha / beta): -0.2117 / -0.3456 Eh
* 2S+1: 3
* energy relative to the best compared isomer or geometry (same formula, charge and spin): 259.8 kJ/mol
* HOMO-LUMO gap (alpha / beta): 6.18 / 6.81 eV

=====

3.
Here is a 2-piece molecular cluster, C4H6BrN overall at a distorted geometry from OMol25. Energies are from the ωB97M-V functional and the def2-TZVPD basis.

Structure (XYZ):
```
12
C4H6BrN the ωB97M-V functional and the def2-TZVPD basis
C 2.199 -1.275 -0.949
C 0.888 -0.049 0.327
C 0.515 1.102 -0.606
C -0.091 -1.062 0.757
N 2.849 -1.915 -1.638
Br 1.872 0.552 1.857
H 1.311 1.707 -0.949
H -0.281 1.843 -0.277
H 0.236 0.608 -1.535
H -0.639 -1.218 -0.167
H -0.857 -0.940 1.567
H 0.464 -1.960 0.937
```

Values from the calculation:
* highest occupied orbital energy: -0.3977 Eh
* 2S+1: 1
* energy relative to the best compared isomer or geometry (same formula, charge and spin): 221.5 kJ/mol
* HOMO-LUMO gap: 9.83 eV

=====

4.
Here is an isolated ion of composition C4H6BrN2 and charge +1 at a distorted geometry from OMol25. Energies are from the ωB97M-V functional and the def2-TZVPD basis.

Structure (XYZ):
```
13
C4H6BrN2 the ωB97M-V functional and the def2-TZVPD basis
C -0.030 -0.986 -0.569
C -0.188 0.414 -0.312
C 0.910 -1.093 1.578
C -1.036 1.443 -1.039
N 0.624 -1.641 0.410
N 0.418 0.778 0.776
Br 2.456 -1.359 2.522
H -0.305 -1.505 -1.407
H -1.517 1.086 -1.983
H -1.823 1.509 -0.309
H -0.477 2.381 -1.309
H 0.765 -2.682 0.338
H 0.203 1.655 1.304
```

Values from the calculation:
* highest occupied orbital energy (alpha / beta): -0.4884 / -0.4884 Eh
* 2S+1: 1
* net charge: +1
* energy relative to the best compared isomer or geometry (same formula, charge and spin): 323.2 kJ/mol
* HOMO-LUMO gap (alpha / beta): 7.71 / 7.71 eV

=====

5.
Here is an isolated ion of composition C4H6BrN2O and charge +1 at a distorted geometry from OMol25. Energies are from the ωB97M-V functional and the def2-TZVPD basis.

Structure (XYZ):
```
14
C4H6BrN2O the ωB97M-V functional and the def2-TZVPD basis
C 0.865 -1.050 -1.347
C 0.687 0.327 -1.338
C 0.084 -1.236 0.872
C -0.668 0.199 0.671
N 0.746 -1.709 -0.099
N 0.334 1.025 -0.116
O -0.994 0.940 1.730
Br -2.183 -0.147 -0.587
H 0.999 -1.686 -2.145
H 0.703 1.052 -2.124
H -0.017 -1.452 1.978
H 1.125 1.007 0.610
H 0.180 2.012 -0.225
H -1.861 0.717 2.120
```

Values from the calculation:
* expectation value of S²: 2.01
* highest occupied orbital energy (alpha / beta): -0.4168 / -0.5264 Eh
* 2S+1: 3
* net charge: +1
* energy relative to the best compared isomer or geometry (same formula, charge and spin): 0.0 kJ/mol
* HOMO-LUMO gap (alpha / beta): 7.68 / 6.74 eV

=====

6.
Here is one molecule with the formula C4H6BrNO at a distorted geometry from OMol25. Energies are from the ωB97M-V functional and the def2-TZVPD basis.

Structure (XYZ):
```
13
C4H6BrNO the ωB97M-V functional and the def2-TZVPD basis
C 1.319 0.185 0.115
C -0.661 1.172 0.436
C -0.111 -0.287 0.411
C -0.501 -1.295 -0.632
N 1.369 1.373 -0.302
O 0.173 1.965 -0.272
Br 2.875 -0.758 0.044
H -1.663 1.221 0.113
H -0.704 1.619 1.395
H -0.270 -0.699 1.441
H -0.752 -0.797 -1.609
H -1.338 -1.883 -0.188
H 0.264 -1.817 -0.952
```

Values from the calculation:
* SMILES string: C[C@@H]1CON=C1Br
* highest occupied orbital energy: -0.3393 Eh
* 2S+1: 1
* energy relative to the best compared isomer or geometry (same formula, charge and spin): 220.8 kJ/mol
* HOMO-LUMO gap: 10.07 eV

=====

7.
Here is a 2-piece molecular cluster, C4H6BrNO overall at a distorted geometry from OMol25. Energies are from the ωB97M-V functional and the def2-TZVPD basis.

Structure (XYZ):
```
13
C4H6BrNO the ωB97M-V functional and the def2-TZVPD basis
C 0.277 -0.241 -0.078
C -2.158 0.218 -1.203
C 1.423 -1.158 0.505
C 0.373 1.158 0.374
N -0.472 -0.826 -0.822
O -2.300 0.926 -2.130
Br -3.547 -0.549 -0.255
H 2.399 -0.674 0.520
H 1.459 -2.025 -0.074
H 1.183 -1.343 1.651
H 0.508 1.893 -0.467
H -0.441 1.292 1.034
H 1.296 1.328 0.947
```

Values from the calculation:
* highest occupied orbital energy: -0.3259 Eh
* 2S+1: 1
* energy relative to the best compared isomer or geometry (same formula, charge and spin): 222.8 kJ/mol
* HOMO-LUMO gap: 8.73 eV

=====

8.
Here is one molecule with the formula C4H6BrNO4 at a distorted geometry from OMol25. Energies are from the ωB97M-V functional and the def2-TZVPD basis.

Structure (XYZ):
```
16
C4H6BrNO4 the ωB97M-V functional and the def2-TZVPD basis
C -0.390 1.617 0.322
C -0.078 1.036 -1.054
C -0.831 0.469 1.252
C 0.420 -1.030 -0.171
N 1.521 -2.016 -0.090
O 2.190 -2.133 -1.083
O 1.535 -2.685 0.927
O 0.863 0.006 -0.999
O -0.016 -0.684 1.065
Br -1.140 -2.149 -0.959
H 0.521 1.997 0.568
H -1.236 2.278 0.312
H -1.059 0.832 -1.630
H 0.332 1.678 -1.712
H -0.705 0.680 2.220
H -1.929 0.103 1.033
```

Values from the calculation:
* SMILES string: O=[N+]([O-])C1(Br)OCCCO1
* highest occupied orbital energy: -0.3876 Eh
* 2S+1: 1
* energy relative to the best compared isomer or geometry (same formula, charge and spin): 319.3 kJ/mol
* HOMO-LUMO gap: 9.98 eV

=====

9.
Here is a 4-piece molecular cluster, C4H6Cl10 overall at a distorted geometry from OMol25. Energies are from the ωB97M-V functional and the def2-TZVPD basis.

Structure (XYZ):
```
20
C4H6Cl10 the ωB97M-V functional and the def2-TZVPD basis
C 6.138 -2.017 -1.163
Cl 5.742 -0.330 -0.789
Cl 5.540 -3.109 0.034
Cl 7.946 -2.207 -1.434
H 5.716 -2.308 -2.125
C -0.450 -1.831 0.153
Cl -1.763 -2.882 0.674
Cl -0.880 -0.078 0.283
Cl -0.092 -2.217 -1.520
H 0.405 -2.076 0.783
C -0.078 4.510 -3.687
Cl 0.142 3.439 -5.052
Cl 1.417 5.080 -2.858
H -0.596 5.424 -3.977
H -0.727 4.116 -2.905
C -5.648 -0.821 4.551
Cl -6.968 0.385 4.635
Cl -4.964 -0.829 6.155
H -5.989 -1.838 4.360
H -4.892 -0.411 3.881
```

Values from the calculation:
* SMILES string: ClC(Cl)Cl.ClC(Cl)Cl.ClCCl.ClCCl
* highest occupied orbital energy: -0.3976 Eh
* 2S+1: 1
* energy relative to the best compared isomer or geometry (same formula, charge and spin): 67.0 kJ/mol
* HOMO-LUMO gap: 11.10 eV

=====

10.
Here is one molecule with the formula C4H6Cl2 at a distorted geometry from OMol25. Energies are from the ωB97M-V functional and the def2-TZVPD basis.

Structure (XYZ):
```
12
C4H6Cl2 the ωB97M-V functional and the def2-TZVPD basis
C -0.030 -0.622 -1.499
C 0.378 0.551 -0.707
C 0.276 0.701 0.643
C -0.290 -0.272 1.570
H 0.652 -0.628 -2.392
H -1.039 -0.531 -1.770
H 0.053 -1.530 -0.885
H 0.540 -0.829 1.895
H -1.042 -1.000 0.995
H -0.925 0.107 2.428
Cl 0.292 2.074 -1.653
Cl 1.136 1.981 1.376
```

Values from the calculation:
* SMILES string: C/C(Cl)=C(\C)Cl
* highest occupied orbital energy: -0.3208 Eh
* 2S+1: 1
* energy relative to the best compared isomer or geometry (same formula, charge and spin): 87.6 kJ/mol
* HOMO-LUMO gap: 9.31 eV

=====

11.
Here is one molecule with the formula C4H6Cl2 at a distorted geometry from OMol25. Energies are from the ωB97M-V functional and the def2-TZVPD basis.

Structure (XYZ):
```
12
C4H6Cl2 the ωB97M-V functional and the def2-TZVPD basis
C 1.189 -0.653 0.649
C 0.629 0.549 -0.047
C -0.765 0.589 -0.503
C -1.653 -0.390 -0.309
H 2.276 -0.537 0.657
H 0.908 -0.770 1.604
H 0.850 -1.497 0.091
H 0.743 1.438 0.609
H -1.105 1.591 -0.824
H -1.501 -1.400 0.048
Cl 1.694 0.936 -1.558
Cl -3.264 0.144 -0.418
```

Values from the calculation:
* SMILES string: C[C@@H](Cl)/C=C/Cl
* highest occupied orbital energy: -0.3499 Eh
* 2S+1: 1
* energy relative to the best compared isomer or geometry (same formula, charge and spin): 58.3 kJ/mol
* HOMO-LUMO gap: 10.32 eV

=====

12.
Here is an isolated ion of composition C4H6Cl2N and charge +1 at a distorted geometry from OMol25. Energies are from the ωB97M-V functional and the def2-TZVPD basis.

Structure (XYZ):
```
13
C4H6Cl2N the ωB97M-V functional and the def2-TZVPD basis
C 1.571 1.094 -1.044
C -1.106 -0.198 0.645
C 0.372 0.324 0.874
C -1.101 -1.380 -0.251
N 0.942 0.184 -0.406
Cl -1.894 -1.161 -1.828
Cl -0.529 -2.855 0.122
H 1.885 0.814 -2.049
H 1.892 2.101 -0.701
H -1.543 -0.533 1.666
H -1.662 0.653 0.182
H 0.213 1.313 1.160
H 0.961 -0.355 1.631
```

Values from the calculation:
* highest occupied orbital energy: -0.5197 Eh
* 2S+1: 1
* net charge: +1
* energy relative to the best compared isomer or geometry (same formula, charge and spin): 95.7 kJ/mol
* HOMO-LUMO gap: 7.36 eV